Record 1
This record from the OMol25 dataset describes C25H18Br2IrN3O3 as an isolated structure in a non-equilibrium geometry. The level of theory is wB97M-V/def2-TZVPD.

Computed properties:
* spin multiplicity: 2
* E_LUMO (spin up / spin down): -3.41 / -5.81 eV
* Kohn-Sham gap (spin up / spin down): 0.2667 / 0.1707 hartree
* <S²>: 0.77
* highest occupied orbital energy (spin up / spin down): -10.7 / -10.5 eV
* net charge: +1
* max |F|: 1.4 eV/Å
* energy above the lowest of the compared OMol25 structures with the same formula, charge and spin: 0.0 kcal per mole

Last column: Mulliken spin population.
CARTESIAN COORDINATES (ANGSTROEM)
Ir (-0.23, 0.21, -0.45)  0.560
O (-1.03, -0.26, -2.16)  0.015
C (-2.23, -0.83, -2.21)  0.000
C (-2.45, -1.80, -3.19)  0.005
C (-3.68, -2.41, -3.31)  0.006
C (-4.74, -2.08, -2.46)  -0.001
C (-4.55, -1.10, -1.51)  0.011
C (-3.30, -0.48, -1.35)  0.004
C (-3.16, 0.62, -0.44)  0.011
N (-2.03, 1.04, -0.02)  -0.029
C (-1.84, 2.40, 0.49)  0.005
C (-0.87, 3.04, -0.50)  -0.011
N (0.23, 2.09, -0.72)  0.034
C (1.45, 2.50, -0.99)  -0.045
C (2.58, 1.69, -1.21)  0.049
C (3.80, 2.38, -1.45)  -0.037
C (4.96, 1.72, -1.71)  0.057
C (4.95, 0.31, -1.75)  -0.022
C (3.81, -0.40, -1.52)  0.020
C (2.58, 0.25, -1.24)  0.048
O (1.55, -0.50, -1.05)  0.140
H (-1.62, -2.05, -3.84)  0.000
H (-3.82, -3.17, -4.07)  0.000
H (-5.70, -2.56, -2.56)  0.000
H (-5.36, -0.81, -0.86)  0.001
H (-4.05, 1.19, -0.17)  -0.002
H (-1.42, 2.36, 1.50)  -0.001
H (-2.78, 2.95, 0.52)  0.000
H (-0.49, 4.00, -0.14)  0.000
H (-1.38, 3.20, -1.45)  0.004
H (1.61, 3.57, -1.04)  -0.001
H (3.79, 3.47, -1.44)  -0.001
H (5.88, 2.26, -1.90)  0.002
H (5.87, -0.23, -1.96)  0.000
H (3.79, -1.48, -1.55)  -0.001
Br (-1.27, -4.59, 0.87)  0.009
C (-0.40, -3.24, 1.85)  0.048
C (0.09, -3.52, 3.14)  -0.026
C (0.71, -2.56, 3.89)  0.047
Br (1.34, -2.98, 5.62)  0.005
C (0.86, -1.24, 3.38)  -0.016
C (1.43, -0.15, 4.07)  0.022
C (1.49, 1.08, 3.48)  -0.014
C (1.01, 1.24, 2.17)  0.013
N (0.47, 0.24, 1.50)  0.002
C (0.38, -1.00, 2.08)  -0.050
C (-0.26, -1.99, 1.29)  0.050
O (-0.73, -1.65, 0.11)  0.091
H (-0.03, -4.52, 3.54)  0.000
H (1.80, -0.30, 5.08)  0.002
H (1.92, 1.92, 3.99)  0.001
H (1.08, 2.19, 1.67)  -0.001

---

Record 2
This record from the OMol25 dataset describes C25H18CeCl2N3OS5 as an isolated structure in a non-equilibrium geometry. The level of theory is wB97M-V/def2-TZVPD.

Computed properties:
* E_LUMO (spin up / spin down): 1.92 / 1.93 eV
* Kohn-Sham gap (spin up / spin down): 0.2248 / 0.2253 hartree
* highest occupied orbital energy (spin up / spin down): -4.2 / -4.2 eV
* net charge: -1
* max |F|: 3.8 eV/Å

Last column: Mulliken charge in e.
CARTESIAN COORDINATES (ANGSTROEM)
Ce (0.53, 0.07, 0.23)  0.048
S (-2.40, -0.62, 0.36)  -0.306
C (-2.87, -0.45, 2.01)  0.764
C (-4.20, -0.09, 2.31)  -0.819
C (-4.65, 0.07, 3.60)  -0.547
C (-3.79, -0.11, 4.68)  -0.571
C (-2.49, -0.48, 4.43)  -0.498
C (-2.03, -0.66, 3.12)  0.099
S (-0.29, -1.03, 2.97)  -0.106
C (-0.19, -2.80, 2.49)  -0.974
C (-0.70, -3.18, 1.13)  0.647
C (-1.79, -4.02, 1.02)  -0.718
C (-2.21, -4.41, -0.25)  -0.546
C (-1.47, -3.99, -1.34)  -0.797
C (-0.37, -3.17, -1.14)  0.722
C (0.51, -2.80, -2.29)  -1.020
S (0.32, -1.02, -2.75)  -0.167
C (2.00, -0.55, -3.10)  0.627
C (2.20, 0.05, -4.34)  -0.704
C (3.45, 0.52, -4.71)  -0.585
C (4.51, 0.39, -3.83)  -0.485
C (4.32, -0.20, -2.60)  -0.862
C (3.06, -0.68, -2.18)  0.687
S (2.94, -1.42, -0.60)  -0.357
N (-0.02, -2.72, 0.07)  0.145
H (-4.86, 0.07, 1.46)  0.430
H (-5.68, 0.36, 3.77)  0.355
H (-4.14, 0.04, 5.69)  0.376
H (-1.79, -0.62, 5.24)  0.411
H (-0.68, -3.38, 3.27)  0.471
H (0.89, -2.97, 2.53)  0.423
H (-2.32, -4.35, 1.90)  0.388
H (-3.09, -5.03, -0.37)  0.406
H (-1.74, -4.30, -2.34)  0.400
H (0.29, -3.40, -3.18)  0.463
H (1.56, -2.91, -2.00)  0.367
H (1.36, 0.16, -5.01)  0.375
H (3.58, 0.99, -5.68)  0.364
H (5.49, 0.75, -4.11)  0.362
H (5.14, -0.29, -1.89)  0.395
Cl (1.26, 3.70, -3.30)  -0.218
C (0.71, 4.13, -1.70)  0.408
C (0.72, 5.45, -1.32)  -0.621
C (0.28, 5.83, -0.05)  -0.401
C (-0.19, 4.84, 0.80)  -0.724
C (-0.20, 3.53, 0.40)  0.777
Cl (-0.86, 2.31, 1.50)  -0.126
C (0.31, 3.03, -0.86)  -0.270
N (0.37, 1.77, -1.20)  -0.280
H (1.08, 6.19, -2.01)  0.378
H (0.31, 6.86, 0.26)  0.351
H (-0.57, 5.10, 1.79)  0.372
O (3.62, 2.23, 3.27)  -0.549
S (2.72, 2.24, 2.11)  0.372
N (2.07, 0.97, 1.75)  -0.132

---

Record 3
This record from the OMol25 dataset describes C25H18ClF6N7O10S2Y as an isolated structure. The level of theory is wB97M-V/def2-TZVPD.

Computed properties:
* E_LUMO: -2.73 eV
* Kohn-Sham gap: 0.3486 hartree
* highest occupied orbital energy: -12.2 eV
* net charge: +1
* max |F|: 0.7 eV/Å
* energy above the lowest of the compared OMol25 structures with the same formula, charge and spin: 20.0 kcal per mole

Last column: Mulliken charge in e.
CARTESIAN COORDINATES (ANGSTROEM)
Y (0.20, 0.78, -0.25)  1.539
O (-2.37, -3.40, 3.16)  -0.540
C (-1.28, -2.91, 3.73)  0.449
O (-0.72, -3.47, 4.64)  -0.558
C (-0.78, -1.58, 3.26)  -0.099
C (0.17, -0.83, 3.95)  0.179
Cl (0.95, -1.12, 5.41)  -0.096
N (0.43, 0.29, 3.25)  0.534
N (-0.29, 0.31, 2.10)  -0.208
C (-1.02, -0.80, 2.11)  0.275
C (-1.93, -1.06, 0.94)  0.618
O (-2.86, -1.85, 1.04)  -0.827
O (-1.65, -0.39, -0.13)  -0.285
C (1.17, 1.44, 3.70)  -0.378
C (2.30, 1.85, 3.01)  -0.114
C (3.00, 2.96, 3.48)  -0.993
C (2.58, 3.61, 4.63)  -0.442
C (1.45, 3.18, 5.31)  -1.134
C (0.73, 2.09, 4.84)  0.247
H (-2.69, -2.83, 2.42)  0.428
H (2.66, 1.29, 2.16)  0.593
H (3.88, 3.29, 2.96)  0.497
H (3.14, 4.46, 5.00)  0.460
H (1.13, 3.68, 6.22)  0.471
H (-0.15, 1.73, 5.36)  0.563
F (2.26, -4.11, -0.26)  -0.191
C (2.85, -3.31, 0.61)  0.456
F (4.14, -3.54, 0.65)  -0.183
F (2.31, -3.48, 1.81)  -0.163
S (2.57, -1.55, 0.15)  1.358
O (1.11, -1.39, 0.06)  -0.661
O (3.20, -0.77, 1.16)  -0.730
N (3.23, -1.48, -1.28)  -0.692
S (2.80, -0.30, -2.22)  1.029
O (2.15, 0.78, -1.43)  -0.703
O (3.80, 0.07, -3.15)  -0.611
C (1.40, -0.96, -3.25)  0.716
F (1.64, -2.20, -3.61)  -0.211
F (1.26, -0.19, -4.32)  -0.217
F (0.25, -0.92, -2.55)  -0.172
N (-2.17, 9.93, 5.33)  -0.458
C (-1.76, 9.10, 4.65)  -0.061
C (-1.25, 8.06, 3.80)  0.510
C (-0.95, 6.81, 4.34)  -0.956
C (-0.44, 5.81, 3.53)  0.326
C (-0.26, 6.06, 2.18)  0.460
C (-0.56, 7.30, 1.62)  -0.586
C (-1.05, 8.30, 2.44)  -0.916
N (0.25, 5.03, 1.34)  0.276
C (1.10, 5.18, 0.26)  -0.680
C (1.24, 3.95, -0.29)  -1.109
N (0.50, 3.04, 0.44)  1.035
C (-0.08, 3.72, 1.41)  -1.095
H (-1.11, 6.64, 5.39)  0.472
H (-0.18, 4.85, 3.94)  0.262
H (-0.43, 7.47, 0.56)  0.529
H (-1.29, 9.28, 2.03)  0.473
H (1.52, 6.14, 0.01)  0.571
H (1.82, 3.66, -1.15)  0.596
H (-0.75, 3.33, 2.15)  0.649
N (-3.96, 0.74, -1.72)  -0.170
C (-2.93, 1.23, -2.70)  -0.829
C (-1.85, 1.85, -1.82)  1.216
O (-2.20, 2.27, -0.71)  -0.732
O (-0.65, 1.71, -2.20)  -0.640
H (-3.72, -0.20, -1.39)  0.269
H (-4.91, 0.75, -2.07)  0.385
H (-3.86, 1.37, -0.91)  0.296
H (-3.39, 1.94, -3.38)  0.388
H (-2.53, 0.39, -3.25)  0.315

---

Record 4
This record from the OMol25 dataset describes C25H19Cl5N2O4Pt as an isolated structure. The level of theory is wB97M-V/def2-TZVPD.

Computed properties:
* E_LUMO (spin up / spin down): -1.81 / -1.81 eV
* Kohn-Sham gap (spin up / spin down): 0.2476 / 0.2474 hartree
* highest occupied orbital energy (spin up / spin down): -8.5 / -8.5 eV
* max |F|: 0.6 eV/Å
* energy above the lowest of the compared OMol25 structures with the same formula, charge and spin: 22.7 kcal per mole

Last column: Mulliken charge in e.
CARTESIAN COORDINATES (ANGSTROEM)
Pt (-1.27, -1.99, 0.15)  1.445
Cl (-0.91, -4.15, 6.87)  -0.192
C (-0.86, -3.25, 5.41)  0.493
C (-1.44, -3.76, 4.26)  -0.211
Cl (-2.23, -5.28, 4.26)  -0.195
C (-1.37, -3.02, 3.09)  0.727
Cl (-2.12, -3.64, 1.62)  -0.218
C (-0.75, -1.77, 2.99)  -0.700
O (-0.69, -1.06, 1.90)  -0.963
C (-0.18, -1.27, 4.18)  0.630
Cl (0.61, 0.25, 4.11)  -0.158
C (-0.22, -2.00, 5.36)  -0.026
Cl (0.50, -1.37, 6.78)  -0.173
O (1.14, -1.24, -2.12)  -0.667
C (0.38, -0.34, -1.80)  0.030
N (0.45, 0.96, -2.21)  -0.015
C (-0.49, 1.82, -1.51)  3.065
C (-1.31, 0.76, -0.75)  -0.147
O (-2.29, 0.97, -0.07)  -0.618
N (-0.73, -0.47, -0.97)  -0.207
C (0.26, 2.72, -0.52)  -0.301
C (0.43, 2.36, 0.81)  -0.042
C (1.20, 3.15, 1.65)  -0.758
C (1.79, 4.31, 1.17)  -0.501
C (1.62, 4.67, -0.16)  -0.875
C (0.85, 3.88, -1.00)  -0.245
C (-1.40, 2.60, -2.44)  -0.799
C (-2.26, 3.55, -1.89)  -0.134
C (-3.13, 4.25, -2.71)  -0.896
C (-3.16, 4.01, -4.08)  -0.391
C (-2.30, 3.06, -4.62)  -0.877
C (-1.43, 2.36, -3.80)  -0.363
H (1.27, 1.29, -2.68)  0.308
H (-0.03, 1.46, 1.21)  0.352
H (1.32, 2.87, 2.68)  0.282
H (2.38, 4.93, 1.83)  0.411
H (2.08, 5.58, -0.54)  0.396
H (0.70, 4.18, -2.03)  0.431
H (-2.25, 3.73, -0.83)  0.461
H (-3.80, 4.98, -2.28)  0.395
H (-3.84, 4.56, -4.71)  0.401
H (-2.31, 2.87, -5.68)  0.414
H (-0.78, 1.61, -4.23)  0.411
C (3.04, -3.43, -0.35)  -0.627
C (2.44, -4.66, -1.02)  -0.645
C (0.99, -4.27, -1.19)  -0.448
O (0.68, -3.52, -0.01)  -0.269
C (1.87, -2.85, 0.46)  -0.280
H (3.36, -2.70, -1.10)  0.235
H (3.88, -3.68, 0.29)  0.371
H (2.53, -5.54, -0.38)  0.287
H (2.91, -4.89, -1.98)  0.332
H (0.30, -5.12, -1.21)  0.347
H (0.84, -3.63, -2.07)  0.210
H (1.95, -3.05, 1.53)  0.493
H (1.76, -1.78, 0.31)  0.016